## one
DFT (ωB97M-V/def2-TZVPD) results for a cluster of 2 separate species, C4H11O2S2 in total.

Values from the calculation:
HOMO-LUMO gap = 6.09 eV
HOMO energy = -3.2 eV
Total charge = -1
Molar mass = 155.26 g mol⁻¹

Geometry (Å):
S: -1.90842 2.05605 -0.41192
S: -2.99345 0.83656 -1.52405
O: 1.65089 -1.34366 1.06614
O: 3.74973 -0.30102 0.30226
C: -0.31211 -0.19681 0.39561
C: -0.86852 1.15110 0.84024
C: -1.62291 0.04603 -2.46028
C: 0.59204 -0.76573 1.56402
H: -0.00642 -1.52044 2.08747
H: 4.54190 -0.74443 0.42167
H: -1.67749 -0.95426 -1.88457
H: -1.06882 -0.95189 0.08627
H: -0.16044 1.85567 1.22827
H: 0.83375 -0.14124 2.27703
H: -1.74390 -0.00622 -3.54502
H: -1.58349 1.05621 1.61887
H: 2.89693 -0.65091 0.60573
H: -0.61352 0.56323 -2.20999
H: 0.29427 0.01176 -0.45777

## two
DFT (ωB97M-V/def2-TZVPD) results for a structure of composition C4H11O2S2.

Values from the calculation:
HOMO-LUMO gap = 7.42 eV
HOMO energy = -4.1 eV
Total charge = -1
Molar mass = 155.26 g mol⁻¹

Geometry (Å):
S: -2.01303 -1.52564 -0.65583
S: -1.19821 -1.10118 -2.52281
O: 0.75089 1.44104 0.47162
O: 2.47494 0.26273 -0.79447
C: 0.37798 0.74985 1.61563
C: -0.44007 0.54525 -2.34737
C: -0.71486 -1.29553 0.60264
C: -0.91303 -0.02868 1.45172
H: -0.81643 1.26337 -3.07191
H: -1.25105 -0.34764 2.44715
H: 2.66782 -0.50010 -0.23887
H: 0.39649 1.43840 2.47983
H: -1.73737 0.57026 1.09535
H: 1.21002 0.05826 1.87141
H: -0.55976 0.84787 -1.30555
H: 1.60914 0.79571 -0.15349
H: -0.77119 -2.15432 1.28211
H: 0.28775 -1.44999 0.18937
H: 0.63997 0.43033 -2.41652

The least stable of them is one.

## one
DFT (ωB97M-V/def2-TZVPD) results for a cluster of 2 separate species, C4H12OSi2 in total.

Values from the calculation:
HOMO-LUMO gap (spin up / spin down) = 8.66 / 6.78 eV
HOMO energy (spin up / spin down) = -8.7 / -6.9 eV
Total charge = 0
Molar mass = 132.31 g mol⁻¹

Geometry (Å):
Si: 1.31422 -0.66998 -3.04668
Si: 0.09421 -0.23949 -0.11895
O: 0.71362 -0.26312 -1.60431
C: 1.28901 0.16847 1.32615
C: -2.51530 0.90515 -0.91967
C: 0.53734 0.18500 2.71406
C: -1.48157 0.78401 -0.05523
H: -0.17477 -0.65692 2.71954
H: 1.73494 1.09648 1.13018
H: -1.50149 1.07348 0.93741
H: -2.45597 0.40136 -1.96098
H: 0.31079 -0.08226 -3.83230
H: 1.25758 0.06643 3.49720
H: -3.38686 1.37088 -0.54487
H: -1.62321 -2.37050 0.90657
H: 2.16312 -0.47716 1.55264
H: 0.05206 1.10166 2.90437
H: 2.64586 -0.30273 -2.63538
H: 1.02641 -2.09076 -2.96976

## two
DFT (ωB97M-V/def2-TZVPD) results for a cluster of 2 separate species, C4H12OSi2 in total.

Values from the calculation:
HOMO-LUMO gap = 10.23 eV
HOMO energy = -9.9 eV
Structure (SMILES) = C=C[Si](=O)CC.[SiH4]
Total charge = 0
Molar mass = 132.31 g mol⁻¹

Geometry (Å):
Si: -2.26041 1.46814 -0.90211
Si: 0.66636 -1.01724 -0.53983
O: 0.32438 -0.85688 -2.00090
C: 0.24801 -3.27140 1.09647
C: 0.94726 0.47812 0.58830
C: 1.15460 1.89157 -0.04054
C: 1.08462 -2.53927 0.47937
H: 2.16671 2.12492 -0.26479
H: -0.81018 -2.99726 1.03689
H: -2.56927 0.08065 -0.14414
H: 2.15290 -2.80731 0.50047
H: -2.02338 1.51653 -2.40373
H: 1.78025 0.23008 1.23491
H: -0.03519 0.48852 1.03283
H: -1.23783 2.13310 -0.13948
H: 0.87580 2.73575 0.57206
H: 0.49704 -4.12448 1.66001
H: -3.35323 2.44767 -0.91210
H: 0.39159 2.01878 -0.85371

The least stable of them is one.

## one
DFT (ωB97M-V/def2-TZVPD) results for a cluster of 2 separate species, CH2N3O3 in total.

Values from the calculation:
HOMO-LUMO gap = 7.56 eV
HOMO energy = -3.3 eV
Total charge = -1
Molar mass = 104.05 g mol⁻¹

Geometry (Å):
O: 0.66623 0.88306 -1.11591
O: -0.07364 0.21815 -3.11920
O: 0.39229 -1.51432 0.73994
N: 0.20790 -0.42253 1.23821
N: -0.11329 -0.02678 2.39000
N: 0.36725 1.17653 0.19283
C: -0.28176 0.34213 -1.92243
H: 0.14850 -0.79450 3.07466
H: -1.31349 0.13825 -1.47811

## two
DFT (ωB97M-V/def2-TZVPD) results for a structure of composition CH2N3O3.

Values from the calculation:
HOMO-LUMO gap = 7.32 eV
HOMO energy = -3.0 eV
Total charge = -1
Molar mass = 104.05 g mol⁻¹

Geometry (Å):
O: -2.26519 -0.26929 0.83128
O: -0.88495 0.34563 -1.35252
O: 3.41527 0.63627 -0.26803
N: -1.09140 -0.31199 1.29172
N: 2.21727 0.71477 -0.15681
N: -0.09035 -0.08544 -0.23872
C: 1.22970 0.10838 -0.34766
H: -1.80996 0.14193 -1.11539
H: -0.72039 -1.28026 1.35611

The least stable of them is two.

## one
DFT (ωB97M-V/def2-TZVPD) results for a cluster of 2 separate species, C10H18N3O in total.

Values from the calculation:
HOMO-LUMO gap (spin up / spin down) = 4.61 / 9.07 eV
2S+1 = 2
HOMO energy (spin up / spin down) = -3.8 / -8.4 eV
Expectation value of S² = 0.75
Total charge = 0
Molar mass = 196.27 g mol⁻¹

Geometry (Å):
O: 2.04586 1.45322 1.70061
N: 1.00231 -2.59387 -3.38869
N: 3.02463 -1.54320 -2.55507
N: 1.23550 -1.99573 -1.10028
C: 1.81240 -2.17947 -2.35149
C: 0.73839 1.77246 1.47072
C: -3.37185 2.87279 1.03641
C: -1.56369 1.32491 1.97780
C: -0.22249 -2.41405 0.80842
C: -1.97920 2.33363 1.11245
C: 0.18592 -2.86102 -0.59384
C: -1.00509 3.01469 0.37268
C: 0.32808 2.79278 0.60373
C: -0.21299 1.02804 2.15365
H: -2.36711 0.98688 2.62683
H: 0.65657 -3.83634 -0.40952
H: -0.43123 -1.33885 0.96389
H: 0.01490 -2.40881 -3.29216
H: -1.28730 3.95544 -0.09959
H: -4.13102 2.24970 1.52333
H: 1.30913 -2.88850 -4.28803
H: 0.57106 -2.69331 1.50136
H: -3.76404 3.23491 0.07777
H: -1.09386 -2.96676 1.16239
H: 1.54951 -1.19912 -0.55908
H: 2.62066 2.14264 1.39723
H: -0.62010 -2.93798 -1.32212
H: -3.40268 3.84009 1.57736
H: 3.58787 -1.30617 -1.76528
H: 0.22132 0.29967 2.82725
H: 3.55481 -1.70182 -3.38359
H: 0.99371 3.56314 0.21484

## two
DFT (ωB97M-V/def2-TZVPD) results for a cluster of 2 separate species, C10H18N3O in total.

Values from the calculation:
HOMO-LUMO gap (spin up / spin down) = 3.02 / 9.22 eV
2S+1 = 2
HOMO energy (spin up / spin down) = -2.4 / -8.7 eV
Expectation value of S² = 0.75
Total charge = 0
Molar mass = 196.27 g mol⁻¹

Geometry (Å):
O: 3.07966 2.14035 -1.09302
N: -1.64203 -0.61180 -0.47100
N: -3.38020 -1.68054 0.68980
N: -3.82245 0.42892 -0.33417
C: -0.98402 0.46958 -1.25203
C: 2.31948 -0.01535 -0.74380
C: -1.43869 0.43776 -2.69607
C: 1.36342 -0.70919 1.37232
C: 1.74232 0.56066 1.94135
C: -2.94490 -0.54725 -0.02957
C: 2.53785 1.25330 -0.21342
C: 1.78898 -1.00533 0.07608
C: 2.24559 1.51714 1.10628
C: 1.02615 -1.80423 2.36869
H: -4.80496 0.27126 -0.64140
H: 1.35570 0.82826 2.91778
H: -4.34288 -1.93961 0.47492
H: -2.29616 1.08145 -2.92828
H: -0.71657 1.07189 -3.25939
H: -1.27448 1.38930 -0.73453
H: 2.45603 2.51319 1.49715
H: 1.54838 -2.00992 -0.24805
H: 0.07305 0.20013 -1.17793
H: -0.97508 -1.14492 0.04086
H: -3.42104 1.15146 -0.91145
H: -1.51565 -0.55162 -3.12257
H: 1.82144 -2.54998 2.29488
H: 3.53510 2.86345 -0.67444
H: 0.05717 -2.24650 2.13492
H: -2.73083 -2.45855 0.65240
H: 1.03619 -1.40655 3.37860
H: 2.65531 -0.10707 -1.77058

The least stable of them is two.